Molecular formula: C37H35ClN2S2Si2Sm
Method: DFT, wB97M-V/def2-TZVPD

Computed properties:
Kohn-Sham gap (alpha / beta) ... 6.616 / 6.613 eV
LUMO level (alpha / beta) ... -0.12281 / -0.12274 Eh
Expectation value of S² ... 8.763

Geometry as ORCA input:
```
! RIJCOSX wB97M-V def2-TZVPD def2/J DEFGRID3
* xyz 1 6
C 1.303 0.070 4.343
C 1.560 0.816 3.154
C 0.304 1.252 2.632
H 2.542 1.079 2.767
C -0.727 0.785 3.503
C -0.106 0.059 4.562
H -0.611 -0.365 5.427
H 2.058 -0.338 5.014
H 0.156 1.891 1.764
H -1.790 1.000 3.407
Sm 0.265 -1.327 2.405
Si -0.402 -0.554 -1.155
C 1.413 -0.174 -1.450
C 2.152 -1.029 -2.269
H 1.698 -1.957 -2.625
C 3.436 -0.663 -2.662
H 3.986 -1.289 -3.369
C 4.019 0.500 -2.148
H 5.028 0.786 -2.452
C 3.318 1.282 -1.224
H 3.780 2.169 -0.789
C 2.019 0.934 -0.852
H 1.481 1.512 -0.095
C -1.495 0.932 -0.521
C -1.166 2.261 -0.830
H -0.335 2.484 -1.506
C -1.983 3.297 -0.356
H -1.773 4.321 -0.676
C -3.029 3.023 0.525
H -3.638 3.839 0.918
C -3.279 1.702 0.919
H -4.083 1.486 1.630
C -2.525 0.657 0.388
H -2.749 -0.382 0.659
H -0.069 -0.591 0.341
Si -1.414 0.081 -3.176
C -2.995 0.986 -3.382
C -3.047 2.096 -4.257
H -2.259 2.232 -4.997
C -4.064 3.040 -4.112
H -4.061 3.938 -4.735
C -5.071 2.838 -3.158
H -5.843 3.599 -3.020
C -5.104 1.664 -2.389
H -5.907 1.501 -1.664
C -4.100 0.712 -2.539
H -4.121 -0.204 -1.951
C -0.116 0.600 -4.388
C 0.616 1.802 -4.278
H 0.367 2.522 -3.500
C 1.693 2.041 -5.129
H 2.268 2.965 -5.031
C 2.029 1.097 -6.109
H 2.862 1.301 -6.790
C 1.330 -0.116 -6.206
H 1.627 -0.863 -6.943
C 0.274 -0.377 -5.337
H -0.241 -1.334 -5.360
H -0.612 -1.993 -1.035
Cl -0.556 -3.303 1.015
C 3.970 -1.302 1.562
C 3.592 -2.205 2.677
N 2.348 -2.491 3.021
C 2.265 -3.358 4.130
C 3.509 -3.751 4.592
S 4.790 -3.023 3.681
C 0.968 -3.606 4.722
C 0.641 -4.319 5.860
S -1.052 -4.159 6.258
C -1.247 -3.113 4.864
N -0.134 -2.932 4.185
C -2.550 -2.485 4.516
H 5.066 -1.285 1.515
H 3.561 -1.662 0.605
H 3.608 -0.275 1.736
H 3.642 -4.417 5.430
H 1.357 -4.897 6.429
H -3.319 -3.267 4.542
H -2.801 -1.714 5.263
H -2.531 -2.036 3.508
*
```



Molecular formula: C37H35ClN3O20
Method: DFT, wB97M-V/def2-TZVPD

Computed properties:
Kohn-Sham gap ... 6.811 eV
LUMO level ... -0.14158 Eh

Geometry as ORCA input:
```
! RIJCOSX wB97M-V def2-TZVPD def2/J DEFGRID3
* xyz 1 1
C 2.876 3.204 5.271
C 1.896 4.259 4.714
C 1.340 4.007 3.306
Cl 2.729 3.780 2.171
C 0.252 2.892 3.118
C -0.401 2.355 4.412
C 0.094 0.977 4.923
N 1.205 0.351 4.188
C 1.496 0.798 2.908
N 2.568 0.263 2.302
N 0.696 1.739 2.307
H 3.896 3.383 4.915
H 2.593 2.170 5.033
H 2.902 3.277 6.372
H 2.443 5.218 4.650
H 1.079 4.453 5.432
H 0.891 4.954 2.957
H -0.550 3.357 2.518
H -0.334 3.077 5.237
H -1.485 2.251 4.229
H 0.412 1.081 5.975
H -0.742 0.259 4.942
H 1.194 -0.659 4.220
H 2.638 0.132 1.300
H 3.336 -0.002 2.892
H 1.018 2.002 1.383
C 2.920 -2.382 -3.603
C 3.351 -1.373 -2.833
C 2.810 -1.141 -1.447
O 3.265 -0.202 -0.811
C 1.783 -2.027 -0.947
C 1.345 -3.034 -1.716
C 1.899 -3.269 -3.095
O 1.428 -4.214 -3.699
O 0.412 -3.891 -1.340
O 4.270 -0.502 -3.238
H 3.300 -2.559 -4.601
H 1.390 -1.849 0.044
H 0.294 -4.531 -2.072
H 4.408 0.123 -2.505
C -4.121 -2.296 5.638
C -3.695 -1.060 5.368
C -3.820 0.070 6.354
O -3.356 1.151 6.022
C -4.463 -0.184 7.623
C -4.905 -1.421 7.900
C -4.748 -2.563 6.927
O -5.158 -3.651 7.267
O -5.501 -1.740 9.037
O -3.120 -0.711 4.212
H -4.032 -3.114 4.937
H -4.564 0.639 8.316
H -5.716 -2.690 8.984
H -2.975 0.249 4.285
C -0.991 1.478 -3.713
C -1.656 2.176 -4.641
C -1.129 2.354 -6.041
O -1.813 2.994 -6.814
C 0.155 1.764 -6.374
C 0.824 1.073 -5.442
C 0.281 0.877 -4.049
O 0.953 0.214 -3.275
O 2.007 0.510 -5.668
O -2.821 2.768 -4.405
H -1.363 1.351 -2.707
H 0.535 1.908 -7.376
H 2.278 0.082 -4.837
H -3.085 3.196 -5.241
C -2.695 6.505 -0.763
C -2.343 5.247 -1.060
C -0.910 4.780 -0.991
O -0.687 3.609 -1.253
C 0.116 5.738 -0.629
C -0.236 7.001 -0.345
C -1.673 7.460 -0.379
O -1.890 8.617 -0.081
O 0.632 7.943 -0.008
O -3.218 4.321 -1.435
H -3.719 6.848 -0.806
H 1.144 5.402 -0.609
H 0.110 8.756 0.135
H -2.711 3.512 -1.623
C 0.264 -9.128 -4.920
C 0.714 -9.899 -5.918
C 1.708 -9.393 -6.927
O 2.072 -10.171 -7.789
C 2.166 -8.022 -6.817
C 1.718 -7.237 -5.824
C 0.736 -7.759 -4.795
O 0.378 -7.017 -3.902
O 2.123 -5.971 -5.701
O 0.334 -11.157 -6.100
H -0.446 -9.484 -4.188
H 2.869 -7.667 -7.557
H 1.704 -5.510 -4.930
H 0.817 -11.472 -6.887
*
```



Molecular formula: C37H36BrN4O4PYb
Method: DFT, wB97M-V/def2-TZVPD

Computed properties:
Kohn-Sham gap (alpha / beta) ... 8.550 / 8.564 eV
LUMO level (alpha / beta) ... -0.06836 / -0.06837 Eh
Expectation value of S² ... 0.751

Geometry as ORCA input:
```
! RIJCOSX wB97M-V def2-TZVPD def2/J DEFGRID3
* xyz 1 2
Yb -0.703 -0.070 1.228
C -3.261 2.630 1.404
C -3.551 1.406 0.809
C -3.404 1.257 -0.568
C -2.970 2.328 -1.339
C -2.659 3.537 -0.737
C -2.802 3.687 0.634
H -3.445 2.771 2.461
H -4.050 0.633 1.378
H -3.742 0.344 -1.036
H -2.896 2.239 -2.417
H -2.319 4.369 -1.340
H -2.589 4.642 1.097
O 0.615 1.749 2.268
C 0.799 1.831 1.042
O -0.191 1.696 0.238
C 2.159 1.893 0.443
C 3.164 2.697 0.964
C 4.410 2.704 0.363
C 4.657 1.894 -0.739
C 3.668 1.059 -1.231
C 2.407 1.042 -0.640
P 1.052 -0.040 -1.272
C 1.929 -1.610 -1.637
C 1.425 -2.474 -2.612
C 1.964 -3.740 -2.791
C 2.999 -4.174 -1.975
C 3.485 -3.338 -0.979
C 2.953 -2.069 -0.808
C 0.939 0.792 -2.920
C 1.488 0.310 -4.106
C 1.384 1.051 -5.277
C 0.735 2.274 -5.281
C 0.198 2.770 -4.101
C 0.299 2.035 -2.930
H 2.952 3.319 1.824
H 5.193 3.342 0.750
H 5.630 1.911 -1.214
H 3.871 0.421 -2.082
H 0.620 -2.139 -3.257
H 1.584 -4.386 -3.573
H 3.430 -5.155 -2.121
H 4.280 -3.682 -0.331
H 3.328 -1.429 -0.021
H 2.025 -0.628 -4.125
H 1.826 0.671 -6.190
H 0.661 2.848 -6.196
H -0.291 3.736 -4.091
H -0.092 2.427 -2.001
C -0.651 2.454 6.499
C -1.309 1.374 5.688
C -1.867 0.238 6.256
C -2.474 -0.708 5.444
C -2.447 -0.486 4.085
Br -3.306 -1.698 2.904
N -1.875 0.557 3.497
C -1.355 1.485 4.304
H -0.829 2.321 7.563
H -1.021 3.436 6.202
H 0.426 2.445 6.324
H -1.847 0.092 7.329
H -2.958 -1.585 5.848
H -0.927 2.350 3.815
C 1.708 -1.610 3.658
C 0.708 -1.000 2.729
O 1.038 -0.944 1.511
H 2.681 -1.746 3.183
H 1.307 -2.582 3.959
H 1.797 -1.002 4.559
C -1.957 -3.905 -3.412
N -1.796 -3.175 -2.174
C -1.466 -3.817 -0.919
C -1.356 -2.609 -0.007
O -1.056 -2.591 1.176
N -1.635 -1.482 -0.706
C -1.851 -1.853 -1.976
N -2.089 -0.959 -2.933
H -1.230 -4.715 -3.442
H -1.775 -3.257 -4.269
H -2.958 -4.330 -3.498
H -0.516 -4.355 -0.970
H -2.247 -4.501 -0.577
H -1.907 0.008 -2.713
H -2.125 -1.228 -3.900
*
```



Molecular formula: C37H36F2GaN2O3S4
Method: DFT, wB97M-V/def2-TZVPD

Computed properties:
Kohn-Sham gap ... 5.161 eV
LUMO level ... 0.06517 Eh

Geometry as ORCA input:
```
! RIJCOSX wB97M-V def2-TZVPD def2/J DEFGRID3
* xyz -1 1
Ga -0.886 -0.547 -0.248
O 1.737 -1.119 2.016
S 3.012 -1.601 1.396
C 3.855 -0.118 0.688
C 4.008 -0.143 -0.842
C 3.791 1.250 -1.481
C 2.465 1.522 -2.220
S 0.635 1.352 -1.575
O 0.895 -0.081 -1.028
C 0.944 2.494 -0.213
C 0.793 2.118 1.115
C 1.103 3.001 2.136
C 1.560 4.278 1.839
C 1.636 4.682 0.516
C 1.321 3.798 -0.506
C 4.075 -1.710 2.860
C 5.217 -2.496 2.849
C 6.016 -2.546 3.981
C 5.672 -1.815 5.109
C 4.520 -1.039 5.113
C 3.714 -0.991 3.987
H 4.830 -0.046 1.168
H 3.227 0.707 1.014
H 3.298 -0.840 -1.283
H 5.012 -0.503 -1.075
H 4.578 1.398 -2.227
H 3.935 2.013 -0.708
H 2.395 0.853 -3.083
H 2.491 2.547 -2.599
H 0.427 1.132 1.347
H 0.980 2.692 3.168
H 1.838 4.957 2.635
H 1.937 5.694 0.274
H 1.362 4.119 -1.540
H 5.466 -3.064 1.960
H 6.907 -3.161 3.985
H 6.300 -1.854 5.989
H 4.248 -0.473 5.995
H 2.797 -0.416 3.969
F -0.038 -5.664 -1.662
C -0.633 -4.774 -0.858
C -0.533 -3.422 -1.118
C -1.099 -2.526 -0.234
C -1.746 -2.961 0.939
C -1.859 -4.337 1.118
F -2.508 -4.863 2.190
C -1.310 -5.252 0.248
C -2.167 -1.940 1.911
C -2.753 -2.203 3.153
C -3.016 -1.166 4.027
C -2.721 0.142 3.652
C -2.163 0.337 2.408
N -1.894 -0.665 1.577
H -0.023 -3.074 -2.007
H -1.409 -6.311 0.433
H -2.997 -3.211 3.441
H -3.442 -1.369 5.001
H -2.913 0.979 4.307
H -1.913 1.323 2.037
C -3.293 2.831 0.181
C -3.107 2.648 -1.299
C -3.858 3.395 -2.191
C -3.711 3.236 -3.561
C -2.855 2.257 -4.030
C -2.105 1.462 -3.167
C -1.331 0.324 -3.788
C -2.165 1.700 -1.769
N -1.272 1.147 -0.861
H -4.086 3.551 0.390
H -2.366 3.182 0.642
H -3.559 1.876 0.637
H -4.555 4.134 -1.808
H -4.279 3.847 -4.252
H -2.761 2.084 -5.097
H -0.656 0.685 -4.566
H -2.021 -0.375 -4.267
H -0.757 -0.246 -3.064
C -4.809 -0.812 -4.063
O -3.840 -1.456 -4.879
C -3.108 -2.491 -4.375
S -1.935 -3.061 -5.430
S -3.381 -3.081 -2.826
H -5.465 -0.268 -4.743
H -4.324 -0.115 -3.374
H -5.377 -1.540 -3.485
*
```



Molecular formula: C37H37AuCl3N4O4PS2
Method: DFT, wB97M-V/def2-TZVPD

Computed properties:
Kohn-Sham gap (alpha / beta) ... 5.694 / 3.751 eV
LUMO level (alpha / beta) ... -0.23123 / -0.34452 Eh
Expectation value of S² ... 2.021

Geometry as ORCA input:
```
! RIJCOSX wB97M-V def2-TZVPD def2/J DEFGRID3
* xyz 2 3
Au -1.988 -1.918 -0.942
N -3.329 -0.087 -1.292
C -4.083 0.399 -0.123
C -5.026 -0.648 0.448
C -4.366 -1.776 1.225
N -3.658 -2.723 0.348
H -2.726 0.645 -1.660
H -3.963 -0.348 -2.043
H -4.656 1.289 -0.396
H -3.355 0.697 0.635
H -5.656 -1.057 -0.348
H -5.708 -0.135 1.128
H -5.124 -2.299 1.814
H -3.633 -1.367 1.923
H -4.312 -3.180 -0.283
H -3.230 -3.469 0.892
O -0.748 -6.055 -1.880
S -0.929 -4.649 -2.038
O -1.974 -4.190 -2.939
O -1.046 -3.952 -0.712
C 0.584 -3.982 -2.717
C 1.676 -4.814 -2.860
C 2.856 -4.323 -3.410
C 2.937 -3.001 -3.812
C 1.843 -2.160 -3.658
C 0.657 -2.641 -3.112
P -0.769 -1.545 -2.927
C -0.068 0.128 -2.723
C -0.571 1.235 -3.400
C -0.082 2.507 -3.128
C 0.921 2.680 -2.189
C 1.425 1.578 -1.508
C 0.926 0.313 -1.760
C -1.701 -1.519 -4.466
C -3.048 -1.866 -4.473
C -3.767 -1.819 -5.657
C -3.138 -1.441 -6.833
C -1.787 -1.118 -6.832
C -1.066 -1.157 -5.652
H 1.585 -5.847 -2.557
H 3.706 -4.978 -3.531
H 3.848 -2.619 -4.251
H 1.924 -1.125 -3.968
H -1.330 1.111 -4.160
H -0.470 3.355 -3.672
H 1.325 3.667 -2.007
H 2.231 1.696 -0.796
H 1.323 -0.539 -1.221
H -3.508 -2.238 -3.567
H -4.809 -2.103 -5.667
H -3.696 -1.414 -7.758
H -1.293 -0.846 -7.753
H -0.010 -0.912 -5.658
Cl 4.183 3.773 8.451
C 3.489 3.080 7.039
C 2.107 2.988 6.918
C 1.569 2.435 5.773
C 2.373 1.978 4.725
C 1.721 1.361 3.508
C 1.139 -0.004 3.859
N 0.739 -0.761 2.694
C 1.394 -1.863 2.195
C 0.671 -2.286 1.124
N -0.416 -1.463 0.959
C -0.342 -0.562 1.912
O 0.636 2.168 3.045
C 0.980 3.194 2.145
C 1.928 4.196 2.744
C 1.623 4.954 3.907
Cl 0.162 4.966 4.697
S 2.929 5.955 4.422
C 3.850 5.440 3.091
C 3.191 4.511 2.281
C 3.750 2.067 4.890
Cl 4.831 1.450 3.677
C 4.319 2.612 6.031
H 1.473 3.339 7.719
H 0.494 2.371 5.671
H 2.454 1.230 2.704
H 0.290 0.118 4.534
H 1.898 -0.583 4.387
H 2.284 -2.250 2.655
H 0.826 -3.135 0.485
H -1.035 0.244 2.085
H 0.039 3.686 1.889
H 1.420 2.790 1.224
H 4.848 5.823 2.943
H 3.645 4.088 1.402
H 5.392 2.655 6.140
*
```



| no. | E_tot (eV) |
| --- | --- |
| 1 | -109764.651 |
| 2 | -96872.034 |
| 3 | -163962.984 |
| 4 | -149227.616 |
| 5 | -125324.320 |